(1)
{"formula": "C25H45N2P3PtSe2", "method": "ωB97M-V/def2-TZVPD", "total_energy_ha": -7033.86998, "largest_force_ev_per_a": 4.65, "total_charge": 4, "s_squared": 6.046, "homo_energy_ev": [-17.237, -18.372], "spin_multiplicity": 5, "species": ["Pt", "P", "P", "P", "H", "C", "C", "H", "C", "C", "C", "C", "C", "C", "C", "C", "C", "H", "H", "H", "H", "H", "H", "H", "H", "H", "H", "H", "H", "H", "H", "H", "H", "H", "H", "H", "H", "H", "H", "H", "H", "H", "H", "H", "H", "H", "C", "C", "C", "C", "C", "C", "Se", "H", "H", "H", "H", "H", "H", "C", "N", "C", "Se", "N", "C", "C", "C", "C", "C", "C", "H", "H", "H", "H", "H", "H", "H", "H"], "xyz": [[0.044, -0.247, 0.018], [-1.523, -1.865, 0.903], [1.331, -0.063, 1.984], [-0.603, -0.458, -2.228], [8.529, 1.593, -3.028], [8.017, 2.060, -3.885], [7.767, 3.371, -3.928], [8.078, 4.035, -3.110], [-0.934, -3.607, 0.906], [-2.048, -1.609, 2.630], [-3.119, -1.985, 0.039], [2.831, 0.922, 1.685], [0.515, 0.739, 3.397], [1.964, -1.641, 2.671], [0.499, 0.430, -3.373], [-2.254, 0.177, -2.618], [-0.624, -2.166, -2.886], [7.789, 1.408, -4.744], [7.335, 3.835, -4.824], [-1.705, -4.226, 1.393], [0.009, -3.709, 1.459], [-0.784, -3.969, -0.120], [-2.836, -2.348, 2.842], [-2.467, -0.606, 2.774], [-1.221, -1.762, 3.334], [-3.742, -2.695, 0.607], [-3.008, -2.359, -0.983], [-3.630, -1.014, 0.023], [3.308, 1.160, 2.646], [2.539, 1.848, 1.175], [3.533, 0.369, 1.047], [1.066, 0.497, 4.319], [-0.521, 0.409, 3.506], [0.533, 1.820, 3.229], [2.501, -1.388, 3.597], [2.653, -2.107, 1.950], [1.149, -2.341, 2.905], [0.085, 0.370, -4.390], [1.508, -0.001, -3.357], [0.557, 1.478, -3.056], [-2.379, 0.122, -3.709], [-2.311, 1.222, -2.294], [-3.050, -0.408, -2.147], [-1.037, -2.122, -3.904], [-1.242, -2.834, -2.272], [0.405, -2.553, -2.917], [3.477, -1.068, -1.680], [3.683, 0.321, -1.722], [4.818, 0.850, -2.337], [5.743, -0.013, -2.927], [5.535, -1.401, -2.934], [4.405, -1.926, -2.320], [2.061, -1.949, -0.780], [1.390, 0.329, -0.818], [2.949, 0.988, -1.264], [4.986, 1.939, -2.357], [6.644, 0.396, -3.385], [6.257, -2.074, -3.414], [4.233, -3.000, -2.314], [-2.652, 2.430, 3.470], [-3.425, 1.970, 2.303], [-2.942, 1.774, 1.037], [-1.199, 2.160, 0.474], [-4.010, 1.345, 0.287], [-5.167, 1.274, 1.069], [-6.435, 0.740, 0.818], [-7.303, 0.641, 1.919], [-6.907, 1.028, 3.220], [-5.638, 1.564, 3.448], [-4.796, 1.679, 2.342], [-1.699, 2.815, 3.084], [-2.474, 1.601, 4.178], [-3.216, 3.221, 3.985], [-3.939, 1.130, -0.711], [-6.702, 0.423, -0.195], [-8.310, 0.231, 1.771], [-7.595, 0.918, 4.062], [-5.280, 1.879, 4.423]], "lowdin_spin": [0.43, 0.00, 0.04, 0.04, 0.01, 0.46, 0.46, 0.01, 0.00, 0.00, 0.00, 0.01, 0.01, 0.02, 0.01, 0.01, 0.02, 0.01, 0.01, 0.00, 0.00, 0.00, 0.00, 0.00, 0.00, 0.00, 0.00, 0.00, 0.00, 0.00, 0.00, 0.00, 0.00, 0.00, 0.00, 0.02, 0.00, 0.00, 0.00, 0.00, 0.00, 0.01, 0.00, 0.00, 0.00, 0.02, 0.09, 0.07, 0.00, 0.10, -0.01, 0.09, 0.96, 0.05, 0.00, 0.00, 0.01, 0.00, 0.01, 0.01, 0.05, 0.04, 0.72, 0.03, 0.05, 0.00, 0.05, 0.03, 0.00, 0.04, 0.01, 0.00, 0.00, 0.00, 0.00, 0.00, 0.00, 0.00]}

***

(2)
{"formula": "C24H70O12", "method": "ωB97M-V/def2-TZVPD", "total_energy_ha": -1858.97362, "largest_force_ev_per_a": 3.14, "total_charge": -2, "homo_energy_ev": -0.320, "species": ["C", "C", "O", "H", "H", "H", "H", "H", "C", "C", "O", "H", "H", "H", "H", "H", "C", "C", "O", "H", "H", "H", "H", "H", "H", "C", "C", "O", "H", "H", "H", "H", "H", "H", "C", "C", "O", "H", "H", "H", "H", "H", "H", "C", "C", "O", "H", "H", "H", "H", "H", "H", "C", "C", "O", "H", "H", "H", "H", "H", "H", "C", "C", "O", "H", "H", "H", "H", "H", "H", "C", "C", "O", "H", "H", "H", "H", "H", "H", "C", "C", "O", "H", "H", "H", "H", "H", "H", "C", "C", "O", "H", "H", "H", "H", "H", "H", "C", "C", "O", "H", "H", "H", "H", "H", "H"], "xyz": [[12.342, 6.024, -2.246], [11.401, 5.221, -1.330], [11.118, 3.883, -1.652], [12.561, 7.001, -1.816], [11.803, 6.261, -3.164], [13.222, 5.413, -2.448], [10.482, 5.794, -1.205], [11.854, 5.238, -0.339], [12.157, 7.902, -11.238], [12.062, 7.042, -9.992], [11.752, 5.688, -10.213], [12.288, 8.918, -10.865], [11.200, 7.910, -11.760], [12.998, 7.672, -11.893], [11.363, 7.583, -9.355], [12.956, 7.071, -9.369], [3.636, 1.840, 2.602], [4.669, 2.005, 1.492], [5.849, 1.481, 1.948], [3.349, 0.816, 2.841], [2.712, 2.381, 2.400], [4.093, 2.234, 3.510], [4.798, 3.050, 1.211], [4.410, 1.428, 0.604], [6.535, 1.774, 1.343], [5.039, 6.023, -4.178], [5.853, 5.156, -5.184], [6.142, 3.909, -4.593], [4.644, 6.919, -4.656], [5.666, 6.281, -3.325], [4.169, 5.441, -3.874], [6.790, 5.680, -5.374], [5.183, 5.057, -6.037], [6.866, 4.027, -3.974], [11.458, 4.596, 6.608], [12.917, 4.600, 6.203], [13.637, 5.212, 7.259], [11.136, 4.067, 7.504], [10.904, 4.119, 5.799], [11.068, 5.613, 6.634], [13.112, 5.164, 5.291], [13.255, 3.568, 6.105], [14.134, 4.516, 7.695], [5.271, 8.649, 2.810], [3.829, 8.468, 3.088], [3.142, 9.633, 2.699], [5.287, 8.905, 1.751], [5.783, 7.706, 3.002], [5.732, 9.456, 3.378], [3.547, 8.266, 4.122], [3.466, 7.626, 2.499], [2.203, 9.554, 2.882], [12.504, 11.165, 2.554], [13.812, 11.851, 2.250], [13.556, 12.944, 1.376], [11.724, 11.771, 3.016], [12.728, 10.400, 3.298], [12.205, 10.578, 1.686], [14.520, 11.194, 1.744], [14.194, 12.352, 3.139], [12.895, 13.543, 1.731], [19.043, 1.794, -5.986], [17.972, 0.932, -5.304], [17.221, 0.249, -6.263], [18.515, 2.594, -6.505], [19.615, 1.227, -6.721], [19.687, 2.215, -5.215], [17.361, 1.607, -4.704], [18.455, 0.185, -4.674], [17.852, -0.142, -6.871], [10.567, 12.082, -4.921], [9.087, 11.762, -4.817], [8.364, 12.950, -4.526], [10.793, 12.849, -5.662], [11.029, 11.206, -5.375], [11.075, 12.309, -3.984], [8.879, 11.088, -3.986], [8.761, 11.397, -5.790], [7.510, 12.744, -4.139], [15.948, -0.115, 1.039], [15.343, -1.380, 0.537], [14.476, -1.060, -0.514], [15.205, 0.594, 1.405], [16.437, 0.381, 0.201], [16.718, -0.302, 1.788], [14.803, -1.886, 1.337], [16.155, -2.057, 0.270], [13.870, -0.352, -0.283], [17.440, 9.773, -6.133], [17.444, 10.700, -7.335], [18.405, 11.698, -7.109], [18.376, 9.261, -5.910], [16.754, 8.943, -6.300], [16.985, 10.238, -5.259], [16.482, 11.168, -7.542], [17.662, 10.150, -8.251], [18.219, 11.998, -6.216], [18.548, 6.573, 2.968], [19.255, 7.657, 3.803], [20.492, 7.174, 4.320], [17.652, 7.045, 2.564], [18.197, 5.739, 3.574], [19.116, 6.220, 2.107], [18.663, 7.900, 4.686], [19.395, 8.604, 3.281], [20.989, 7.958, 4.565]], "lowdin_charge": [-0.16, -0.60, -0.45, 0.03, 0.05, 0.05, 0.05, 0.04, -0.18, -0.60, -0.45, 0.03, 0.05, 0.04, 0.05, 0.05, -0.09, -0.36, -0.07, 0.07, 0.07, 0.07, 0.11, 0.11, 0.10, -0.10, -0.31, -0.08, 0.06, 0.07, 0.06, 0.11, 0.11, 0.09, -0.10, -0.32, -0.09, 0.07, 0.07, 0.07, 0.12, 0.11, 0.07, -0.09, -0.37, -0.08, 0.08, 0.08, 0.08, 0.11, 0.11, 0.08, -0.10, -0.32, -0.10, 0.07, 0.07, 0.08, 0.12, 0.10, 0.07, -0.10, -0.34, -0.07, 0.08, 0.06, 0.07, 0.12, 0.10, 0.07, -0.09, -0.32, -0.10, 0.07, 0.08, 0.07, 0.11, 0.11, 0.07, -0.11, -0.36, -0.06, 0.08, 0.08, 0.07, 0.10, 0.11, 0.09, -0.10, -0.33, -0.09, 0.08, 0.08, 0.07, 0.11, 0.11, 0.07, -0.08, -0.32, -0.09, 0.07, 0.07, 0.07, 0.10, 0.10, 0.07]}

***

Relative energy (zero: lowest compared OMol25 entry of this formula, charge and spin), respectively: 8.28; 114.22 kcal/mol.